63
Properties=species:S:1:pos:R:3:forces:R:3:mulliken_charge:R:1 method="wB97M-V/def2-TZVPD" lumo_energy_ev=-2.5406 charge=+1 multiplicity=1 total_energy_ha=-1364.474196 homo_ev=-11.4844
C -3.2104 0.5075 -0.0117 1.09 -0.23 -0.51 -0.971
C -2.7620 0.4861 -1.4969 -0.51 -0.40 0.30 0.454
C -3.6835 1.2497 -2.4610 0.01 -0.35 0.24 -0.775
O -3.1379 2.4910 -2.9013 0.25 0.09 -0.01 -0.441
C -1.9778 2.3471 -3.5994 -0.28 0.33 0.73 0.267
C -1.8031 1.5737 -4.6600 0.24 -0.18 -0.15 -0.606
C -0.4420 1.5199 -5.2549 -0.01 -0.23 -0.59 -0.234
O -0.2358 1.3872 -6.4454 -0.08 -0.17 0.80 -0.554
C 0.6729 1.6092 -4.2448 -0.77 0.19 -0.52 0.507
C 1.8267 0.9009 -4.3880 -0.36 -0.47 -1.20 -0.899
C 2.7692 0.9989 -3.4159 1.94 -1.14 -0.14 -0.664
C 2.6131 1.7722 -2.3151 0.02 0.48 0.91 -0.746
C 1.4596 2.5090 -2.1495 -0.08 0.47 0.76 0.734
C 1.3150 3.3390 -0.8942 -0.15 0.23 0.04 -1.111
O 2.0325 4.5691 -0.9860 0.39 -0.25 -0.08 -0.250
O 1.1305 5.6463 -1.1275 -0.27 0.39 0.33 -0.354
C 0.5021 2.4074 -3.1332 -1.44 0.90 0.24 1.048
C -0.8206 3.1375 -3.0433 0.27 0.57 -0.08 0.423
O -0.9453 4.2598 -2.6013 -0.04 -0.82 -0.15 -0.558
H -3.0584 -0.4965 0.3843 -0.35 -0.04 0.19 0.129
H -2.4985 1.1308 0.5275 -0.40 0.33 0.27 0.198
H -4.2327 0.8377 0.1360 -0.04 0.01 0.08 0.445
H -2.7473 -0.5515 -1.8326 0.06 -0.05 -0.02 0.273
H -1.7253 0.8225 -1.5314 -0.03 0.15 -0.33 -0.199
H -3.9503 0.6131 -3.3052 0.09 0.10 -0.18 0.270
H -4.6146 1.4678 -1.9441 -0.03 0.34 -0.10 0.439
H -2.6176 0.9877 -5.0592 0.05 0.07 -0.39 0.459
H 1.9486 0.2650 -5.2512 0.14 -0.02 -0.12 0.533
H 3.6874 0.4336 -3.5114 0.04 -0.07 -0.08 0.432
H 3.3772 1.8094 -1.5530 0.13 0.01 0.06 0.566
H 0.2861 3.5659 -0.6293 -0.10 -0.01 -0.13 0.494
H 1.7567 2.8020 -0.0503 0.16 -0.03 -0.06 0.371
H 1.1187 5.8413 -2.0748 0.05 -0.26 -0.09 0.338
C -0.7124 -0.0477 2.7912 -0.31 -0.08 0.11 -1.187
C 0.5886 -0.7407 3.1319 0.14 0.31 -0.11 -0.440
N 0.4447 -2.1262 3.7222 -0.11 -0.07 0.31 -0.019
C -0.2914 -2.0000 5.0292 -0.01 -0.08 -0.16 -1.071
C 1.8098 -2.6690 4.0992 0.27 0.02 -0.22 -0.336
C 2.7915 -2.9428 2.9718 0.01 -0.20 -0.03 -1.172
C -0.3762 -3.0831 2.8752 0.01 0.14 -0.16 -0.713
C 0.0153 -3.2992 1.4213 0.02 0.09 -0.23 -0.508
O -0.0652 -2.0974 0.6855 0.10 -0.13 0.05 -0.145
C 0.8876 -1.9650 -0.3680 -0.02 0.21 0.07 -0.729
H -1.3252 0.1513 3.6702 0.07 0.07 0.03 0.357
H -0.4846 0.9169 2.3390 0.09 -0.02 0.01 0.489
H -1.3113 -0.6034 2.0756 0.10 0.00 -0.07 0.125
H 1.1329 -0.1548 3.8750 0.02 -0.14 0.09 0.470
H 1.2241 -0.8180 2.2574 -0.08 -0.10 -0.06 0.305
H 0.2404 -1.2908 5.6575 -0.03 0.00 0.02 0.383
H -0.3184 -2.9785 5.5020 0.00 0.02 0.03 0.437
H -1.3036 -1.6605 4.8402 0.01 0.04 0.03 0.470
H 1.6346 -3.5836 4.6640 -0.07 0.04 0.04 0.382
H 2.2369 -1.9300 4.7761 -0.13 0.02 0.04 0.474
H 2.6178 -3.9143 2.5161 -0.02 0.05 -0.08 0.349
H 3.7950 -2.9906 3.3942 -0.04 0.09 0.08 0.427
H 2.8010 -2.1760 2.2002 0.01 0.01 0.01 0.244
H -1.3946 -2.7000 2.9053 0.00 -0.01 0.03 0.487
H -0.3559 -4.0368 3.4028 -0.01 -0.02 -0.02 0.404
H -0.7083 -4.0078 1.0018 -0.02 -0.13 0.22 0.374
H 0.9952 -3.7612 1.3248 0.05 0.05 0.02 0.298
H 1.3108 -2.9239 -0.6690 -0.06 -0.03 0.00 0.377
H 1.6950 -1.2988 -0.0454 0.06 -0.06 -0.06 0.265
H 0.3927 -1.5088 -1.2233 -0.03 -0.02 0.00 0.188

***

74
Properties=species:S:1:pos:R:3:forces:R:3:mulliken_charge:R:1 method="wB97M-V/def2-TZVPD" lumo_energy_ev=1.3298 charge=-1 multiplicity=1 total_energy_ha=-2161.287879 homo_ev=-4.2677
Rb -18.0596 23.0276 -6.6275 -9.51 -6.72 -4.81 0.831
O -17.3492 23.9829 -2.5207 1.95 1.97 -3.97 -1.051
C -16.6431 24.9767 -3.2973 -1.50 -3.22 -2.10 2.682
C -15.9238 24.4292 -4.6471 0.10 -1.38 1.36 1.011
O -16.5917 23.7831 -5.7183 6.44 4.23 8.78 -1.915
H -15.8265 25.5134 -2.8144 -0.56 -0.56 -0.38 -2.282
H -17.4400 25.6235 -3.6645 2.96 -1.57 1.05 -0.233
H -15.1552 23.7613 -4.2584 -1.76 0.72 -0.20 0.286
H -15.2922 25.1925 -5.1018 0.20 0.51 1.05 0.138
C -17.2079 25.5811 -7.3071 -0.25 -0.73 0.25 -2.031
C -15.6901 25.6423 -7.1539 2.71 -0.51 -2.14 2.521
C -14.7650 24.4344 -6.9998 -2.46 -2.63 -0.37 0.876
O -14.1765 24.2924 -8.2133 2.86 -0.35 -2.53 -0.496
C -14.2960 25.3803 -8.9775 0.77 -0.81 0.08 0.461
O -13.6761 25.5094 -9.9978 -0.74 0.63 0.17 -0.636
O -15.1597 26.1889 -8.3817 -0.36 1.38 -0.99 -0.507
H -17.8010 25.2728 -6.4462 1.08 0.64 0.32 0.104
H -17.3999 24.6916 -7.9071 -0.01 1.51 -1.54 0.588
H -17.6308 26.5696 -7.4864 0.16 -0.38 -1.48 0.419
H -15.4499 26.3308 -6.3437 2.73 -1.83 -3.77 -0.129
H -15.3966 23.5468 -6.9633 0.64 0.21 0.43 0.294
H -14.0854 24.3059 -6.1573 -0.14 0.96 -0.54 -1.252
C -18.4562 26.9504 -4.6184 -2.37 -0.33 2.41 -1.722
C -17.4265 27.9519 -4.8786 -0.90 -2.10 0.97 0.695
C -16.1687 27.3004 -5.5011 -3.69 3.35 3.62 0.709
O -16.1778 28.0738 -6.6691 3.88 0.69 -1.74 -0.437
C -17.1698 28.9463 -6.7798 1.37 2.51 -5.56 0.551
O -17.2708 29.7920 -7.6823 0.52 -2.10 2.46 -0.677
O -18.0537 28.6008 -5.9643 -2.84 1.93 2.45 -0.347
H -18.7798 26.3838 -5.4916 -0.11 0.34 0.43 0.276
H -19.2507 27.4878 -4.1005 -0.82 0.06 -0.76 0.519
H -18.1662 26.3042 -3.7900 -1.66 1.33 -0.97 0.705
H -17.4035 28.5640 -3.9770 0.80 0.58 -0.37 0.284
H -16.3016 26.2470 -5.7474 -2.79 2.06 3.27 -1.054
H -15.2728 27.3342 -4.8811 0.27 0.62 -0.20 0.426
C -13.7553 25.7219 -2.3958 -0.55 -0.34 1.44 -1.000
C -14.2540 26.8122 -1.5066 -1.48 0.73 -1.07 0.709
C -15.8406 27.0369 -1.3559 1.24 -0.06 -0.54 0.705
O -15.9073 27.2790 0.0055 -3.37 2.09 1.16 -0.348
C -14.8494 27.1793 0.7028 2.81 -3.25 1.45 0.650
O -14.6833 27.2231 1.8998 -0.28 0.86 -2.05 -0.585
O -13.8799 26.5938 -0.1651 0.40 0.96 0.66 -0.486
H -13.9763 24.8040 -1.8511 0.43 -0.49 -0.40 0.463
H -12.6911 25.8423 -2.5984 -1.19 0.88 2.77 0.354
H -14.1788 25.6221 -3.3952 -0.33 0.45 0.31 -0.920
H -13.7211 27.6539 -1.9489 -0.46 1.06 0.66 0.203
H -16.4877 26.1967 -1.6079 0.48 0.41 0.73 -0.033
H -16.2935 27.8918 -1.8580 0.54 0.27 -0.28 -0.134
C -18.3538 22.3091 -1.0855 -1.95 -1.42 0.96 -1.344
C -17.4159 22.8610 -0.0838 0.63 1.46 -0.30 0.832
C -17.1321 24.3302 -0.3585 -0.13 0.42 -0.10 0.347
O -16.9621 24.8669 0.9423 2.32 1.90 -2.04 -0.392
C -17.3498 24.0646 1.8588 -1.17 1.80 0.92 0.493
O -17.4450 24.5360 2.9560 -0.25 -1.66 1.90 -0.655
O -17.7877 22.9411 1.3472 -0.40 -2.70 -0.45 -0.421
H -18.5842 21.2483 -0.9871 0.43 -0.31 0.21 0.375
H -17.9556 22.5631 -2.0678 0.02 -0.42 0.09 0.287
H -19.3376 22.7714 -1.0056 -0.06 0.42 0.03 0.322
H -16.4355 22.4064 -0.2263 0.00 -0.67 0.74 0.157
H -17.9184 24.9183 -0.8317 -0.16 -0.37 0.37 0.283
H -16.2734 24.3714 -1.0286 0.24 0.44 1.08 -0.409
C -11.7135 24.6604 -3.8316 1.02 0.68 0.18 -1.778
C -12.4505 23.5639 -4.5671 4.01 1.12 0.30 0.801
C -11.7311 22.2329 -4.5913 0.06 0.11 -1.22 -0.406
O -12.8587 21.3628 -4.5355 4.02 -2.68 -1.37 -0.429
C -13.9281 21.9534 -4.1779 -2.58 -0.79 0.31 0.409
O -14.9577 21.3385 -4.1133 0.19 1.55 0.52 -0.557
O -13.6304 23.2502 -3.9539 -0.82 -0.03 1.22 -0.212
H -10.8854 25.2190 -4.2679 -0.11 -0.47 -1.44 0.506
H -11.1826 24.4187 -2.9109 -0.76 -0.71 0.51 0.488
H -12.4518 25.4288 -3.6024 1.56 -1.26 -2.03 0.267
H -12.5132 24.0002 -5.5640 -0.72 -0.63 -0.28 0.254
H -10.9851 21.9949 -3.8331 -0.44 0.22 0.48 0.276
H -11.2139 22.1669 -5.5485 -0.15 -0.55 -0.10 0.320

***

68
Properties=species:S:1:pos:R:3:forces:R:3:lowdin_spin:R:1 method="wB97M-V/def2-TZVPD" lumo_energy_ev="0.6676 / -3.7406" multiplicity=6 total_energy_ha=-4720.543958 homo_ev="-4.6823 / -6.6265" s_squared=8.8051
O 0.1969 0.2663 -4.8113 0.85 0.26 -0.46 0.173
C -0.3672 0.4648 -5.8660 -0.50 1.08 -1.92 0.097
C -0.1052 1.5734 -6.8530 -0.50 -2.48 2.39 0.218
C 1.0362 2.3753 -6.7017 0.55 -0.30 0.73 0.312
H 1.7639 2.1220 -5.9305 -0.22 0.03 -0.15 0.012
C 1.2279 3.4872 -7.5248 0.14 0.54 -0.40 0.322
H 2.0979 4.1259 -7.3722 -0.20 -0.12 -0.02 0.010
C 0.3034 3.7951 -8.5300 -0.05 1.04 -0.98 0.238
H 0.4418 4.6791 -9.1518 -0.03 -0.31 0.20 0.011
C -0.7971 2.9535 -8.7367 0.23 0.80 -0.42 0.269
H -1.5079 3.1793 -9.5323 0.18 -0.13 0.20 0.007
C -0.9866 1.8416 -7.9159 -0.44 -0.67 0.10 0.324
H -1.8279 1.1709 -8.0907 0.16 0.12 0.01 0.011
H -1.1810 -0.2288 -6.1918 0.03 0.21 0.00 0.004
C -2.2501 1.8631 -0.5788 -0.13 0.20 0.43 -0.020
C -1.8470 0.7443 0.3365 -0.27 -0.10 0.16 -0.096
H -3.0642 2.4310 -0.1188 -0.01 0.15 -0.30 -0.003
H -2.5794 1.4588 -1.5448 0.12 0.08 0.22 -0.003
H -1.3957 2.5222 -0.7505 -0.22 -0.03 -0.11 -0.002
C -2.5830 0.2921 1.3797 0.61 0.27 -0.56 0.121
C -3.7356 1.0059 2.0204 -0.39 -0.14 -0.06 0.020
H -2.2873 -0.6627 1.8170 0.10 0.26 0.16 0.005
H -4.1188 1.8374 1.4189 0.13 -0.20 0.17 0.000
H -3.4492 1.4053 3.0023 0.01 -0.02 -0.08 0.007
H -4.5642 0.3119 2.1945 -0.04 0.07 0.03 0.005
Ru -0.0498 -0.0132 0.0412 -0.42 -0.56 0.12 2.361
Cl 1.0800 1.9751 -0.1854 0.96 1.84 0.22 0.144
Cl -0.3202 -0.1859 -2.2022 -0.73 -0.52 -1.22 0.215
H 3.9570 0.0451 -3.3397 -0.14 -0.06 0.10 0.000
H 5.5416 0.9277 -1.6788 -0.03 0.02 0.12 0.000
C 3.1178 0.1672 -2.6419 -0.05 0.12 -0.08 0.002
C 4.7179 1.0649 -0.9700 0.06 -0.18 -0.08 0.001
N 3.6529 0.1266 -1.2852 -0.07 -0.23 0.44 0.001
H 2.3816 -0.6308 -2.7793 0.15 0.31 0.08 0.001
C 3.0716 -0.5901 -0.3105 -1.22 0.04 -0.49 0.001
O 1.9869 -1.2072 -0.4356 1.61 0.35 0.26 0.003
H 5.0789 0.8685 0.0443 -0.03 0.12 -0.18 0.000
H 3.6092 -0.5756 0.6588 -0.15 0.07 -0.33 0.000
H 2.6387 1.1365 -2.8484 -0.02 -0.33 0.20 0.001
H 4.3716 2.1066 -1.0428 -0.08 -0.32 0.08 0.001
H -1.3984 -5.3719 1.2871 -0.05 0.24 -0.09 0.000
H -0.2573 -6.1131 -0.9115 -0.09 0.27 -0.11 0.000
C -1.8719 -4.5561 0.7227 0.08 -0.08 -0.04 0.001
C -0.7706 -5.2722 -1.4015 -0.10 0.11 0.02 0.001
N -1.0538 -4.2142 -0.4388 -0.13 -0.41 -0.13 0.002
H -1.9808 -3.6713 1.3593 0.08 -0.28 -0.24 0.000
C -0.6133 -2.9702 -0.6330 -0.31 1.51 1.71 0.005
O -0.7982 -2.0700 0.2368 -0.11 -2.23 -1.44 0.050
H -0.1285 -4.8644 -2.1907 -0.17 -0.18 0.17 0.000
H -0.0932 -2.7616 -1.5807 -0.07 -0.01 0.30 0.001
H -2.8619 -4.9079 0.3963 0.23 0.15 0.02 0.000
H -1.7011 -5.6517 -1.8505 0.23 0.12 0.10 0.000
C -1.3096 -0.7477 4.8671 -0.20 -0.08 -0.02 0.005
N -0.6395 0.5272 4.6515 0.14 0.26 -0.31 0.021
C -0.7925 1.6651 5.4299 0.69 0.19 -0.46 0.004
C 0.0749 2.5984 4.9473 -0.35 -0.82 -0.05 0.004
N 0.7307 2.0281 3.8631 -0.29 -0.48 0.35 0.020
C 1.8599 2.6214 3.1645 0.18 0.29 -0.19 0.004
C 0.2810 0.7538 3.6706 0.06 0.27 0.29 0.035
Se 0.8485 -0.4679 2.3878 0.45 -0.44 1.56 0.064
H -2.0354 -0.9406 4.0698 0.19 0.06 0.12 0.001
H -1.8360 -0.7063 5.8261 0.15 0.04 -0.18 0.000
H -0.5794 -1.5655 4.8795 -0.12 0.29 -0.03 0.003
H -1.4753 1.7006 6.2572 -0.04 0.02 0.03 0.001
H 0.2878 3.5904 5.2966 0.01 0.09 -0.07 0.001
H 1.5261 3.4303 2.5077 0.02 -0.21 0.06 0.002
H 2.5787 3.0142 3.8951 -0.21 -0.14 -0.09 0.000
H 2.3380 1.8536 2.5486 -0.23 0.17 0.13 0.002

***

65
Properties=species:S:1:pos:R:3:forces:R:3:lowdin_spin:R:1 method="wB97M-V/def2-TZVPD" lumo_energy_ev="-3.3702 / -3.5763" multiplicity=4 total_energy_ha=-3603.011809 homo_ev="-5.3463 / -5.7219" s_squared=3.8080
P 0.7315 1.5864 -4.0590 -0.76 -0.53 -0.82 0.013
P -2.2124 1.7347 -4.2540 -1.82 0.23 -3.01 0.013
C -0.0213 1.2689 -5.7331 0.49 0.11 0.57 0.010
C -1.2318 2.1855 -5.8222 -0.44 0.35 0.49 0.000
H -0.2622 0.1915 -5.7971 0.05 0.53 -0.26 0.000
H 0.8057 1.5290 -6.4076 -0.38 -0.24 -0.31 0.003
H -0.9850 3.2527 -5.7234 0.14 -0.55 -0.33 0.000
H -1.8108 2.0780 -6.7534 0.00 -0.10 0.42 0.000
C -3.0260 0.3631 -5.2796 0.02 -0.47 0.15 0.002
H -3.7693 -0.1981 -4.7012 0.21 -0.07 -0.18 0.000
H -2.2906 -0.3101 -5.7308 -0.15 -0.18 0.41 0.000
H -3.5394 0.8507 -6.1176 0.16 -0.21 0.24 0.000
C -3.7555 2.7615 -4.5925 0.14 0.30 0.37 0.003
H -4.3074 2.4119 -5.4741 0.21 0.25 0.21 0.001
H -3.4688 3.8046 -4.7477 -0.21 0.05 0.23 0.000
H -4.4299 2.6735 -3.7293 0.12 0.26 -0.13 0.000
C 2.1100 0.4356 -4.1060 0.82 0.21 -0.70 -0.001
H 2.8494 0.7287 -3.3519 -0.19 -0.30 -0.40 0.000
H 2.5157 0.4530 -5.1227 0.41 -0.25 0.12 0.001
H 1.7289 -0.5653 -3.8776 -0.02 0.22 0.03 0.001
C 1.0832 3.3810 -4.4302 0.92 0.54 -0.27 0.018
H 0.2204 4.0557 -4.6186 0.57 -0.74 0.19 -0.002
H 1.7125 3.3315 -5.3327 0.11 0.61 0.24 0.007
H 1.6728 3.7589 -3.5539 -0.24 0.12 -1.05 0.006
Co 0.7660 2.4865 -2.2164 0.41 -0.50 2.74 1.859
C -4.3452 -0.9501 0.1365 1.64 1.84 2.20 0.331
C -5.1296 -1.6433 -0.7151 -1.97 -1.66 -1.24 0.403
C -4.9057 -2.8773 -1.5488 1.46 0.38 -0.54 0.063
C -3.4452 -3.3764 -1.7594 -1.12 -0.37 0.43 0.007
C -2.6141 -2.4966 -2.6246 0.28 0.52 -0.47 0.002
C -2.5060 -1.1553 -2.6078 2.29 0.59 0.44 0.005
C -3.2165 0.0257 -1.9008 0.54 0.59 0.34 0.010
C -3.4092 0.1062 -0.3617 0.42 -1.62 -1.22 0.063
C 2.8316 2.6093 -1.9598 -0.24 -0.12 0.63 0.014
H -4.4518 -0.9823 1.2612 -0.69 0.34 -1.14 0.029
H -6.1868 -1.3260 -0.8039 0.09 -0.44 0.90 0.031
H -5.3554 -2.7040 -2.5402 -0.26 -0.34 0.39 0.012
H -5.4067 -3.6963 -0.9933 -0.35 0.53 -0.29 0.016
H -2.9522 -3.4420 -0.7712 -0.16 -0.14 -0.29 0.001
H -3.5362 -4.4284 -2.1496 0.26 1.07 0.25 0.000
H -1.9703 -3.0533 -3.3267 0.03 0.51 0.60 0.000
H -1.4957 -0.7796 -3.0416 -2.05 -0.57 0.09 0.001
H -4.1757 0.2876 -2.4016 0.44 -0.26 0.19 0.002
H -2.5480 0.9111 -2.0272 -0.53 -0.78 -0.40 0.002
H -2.4270 0.0905 0.1291 -0.19 0.15 0.27 0.016
H -3.8942 1.0909 -0.1589 0.21 -0.56 0.31 0.010
H 2.9736 3.3930 -1.1987 0.16 -0.03 -0.12 0.010
H 3.5325 2.7913 -2.7978 -0.28 -0.12 0.33 0.003
H 3.0478 1.6494 -1.4427 0.14 0.45 -0.36 0.002
O 1.1731 -0.9636 -1.1181 -1.11 0.90 0.99 0.002
C 0.6568 -0.1853 -0.2959 0.86 0.37 -1.48 0.002
N 0.4133 1.1642 -0.5146 -0.50 0.78 1.07 0.024
S 0.1612 2.0231 0.9531 0.48 -3.07 -2.04 0.004
O 1.3744 2.6943 1.3422 -0.83 0.46 -0.01 0.001
O -1.1406 2.6537 0.9946 0.46 0.58 -0.24 0.000
C 0.0120 0.5208 1.8473 0.16 0.27 1.64 0.001
C -0.1982 0.4961 3.2180 -0.34 0.41 -0.08 0.000
C -0.3445 -0.7376 3.8322 -0.18 -0.05 0.65 0.000
C -0.0682 -1.9125 3.1296 0.37 0.01 -0.70 0.000
C 0.3677 -1.8417 1.7954 -0.52 0.77 -0.76 0.000
C 0.2834 -0.5951 1.0987 0.50 -0.93 1.30 0.001
H -0.2550 1.4609 3.7424 -0.19 -0.64 -0.03 0.000
H -0.6603 -0.7918 4.8832 0.30 0.01 -0.46 0.000
H -0.1408 -2.8861 3.6251 0.13 0.41 -0.15 0.000
H 0.7491 -2.7166 1.2695 -0.28 0.15 0.08 0.000